(1)
110
Properties=species:S:1:pos:R:3 method="wB97M-V/def2-TZVPD" e_above_lowest_kcal_mol=5.1 molar_mass_g_mol=1044.862
La 0.79665 0.06895 -0.51458
C -2.41069 4.95109 -4.03110
C -2.51713 3.43625 -4.19471
N -2.55357 2.74355 -2.91980
C -1.45211 2.37626 -2.22441
S -1.70637 1.80281 -0.62273
N -0.29744 2.58734 -2.82273
N 0.80601 1.97004 -2.38133
C 1.92154 2.53313 -2.73033
C 1.89269 3.84945 -3.44579
C 3.15763 1.80120 -2.47670
C 4.41774 2.39779 -2.58936
C 5.55792 1.63909 -2.41948
C 5.43322 0.28127 -2.16599
C 4.15505 -0.23054 -2.04742
N 3.04602 0.49231 -2.16794
H -2.38477 5.44203 -5.00526
H -1.49744 5.19511 -3.48772
H -3.26344 5.33643 -3.46974
H -1.65586 3.06232 -4.74315
H -3.42125 3.17431 -4.74696
H -3.40159 2.78483 -2.38188
H 1.37373 4.58685 -2.83176
H 1.30546 3.73456 -4.35961
H 2.88059 4.21958 -3.70258
H 4.50185 3.45214 -2.80342
H 6.53446 2.09937 -2.49780
H 6.29652 -0.35866 -2.05293
H 4.00686 -1.28600 -1.85663
C 5.10749 -2.13498 0.82485
C 5.84933 -1.04868 1.27068
C 5.20448 0.14399 1.53064
C 3.82229 0.24744 1.33662
N 3.12365 -0.79518 0.85625
C 3.75269 -1.94679 0.62936
C 3.06928 1.47906 1.64585
C 3.55252 2.33269 2.64447
C 2.88520 3.50439 2.94726
C 1.73545 3.82962 2.24045
C 1.24263 2.95586 1.27825
C 1.87263 1.74563 0.94249
H 5.56671 -3.09339 0.62454
H 6.91931 -1.13421 1.41445
H 5.76637 1.00026 1.87592
H 3.12429 -2.76108 0.28386
H 4.43792 2.06891 3.21438
H 3.25057 4.15489 3.73246
H 1.21476 4.75765 2.45029
H 0.32075 3.23103 0.77324
C -0.61233 -3.63583 2.80249
C 0.06718 -2.88186 1.77178
N 0.58054 -2.24896 0.96655
H -1.65364 -3.78163 2.51274
H -0.57357 -3.08495 3.74204
H -0.13824 -4.60788 2.93015
C -5.22515 4.92675 4.22474
C -5.34368 3.42688 4.18269
C -5.19361 2.72214 2.99488
C -5.29865 1.34038 2.95013
C -5.53930 0.62373 4.11699
N -5.65969 -0.78719 4.15048
C -5.23234 -1.72868 3.24417
O -5.79430 -2.79972 3.12944
N -4.14984 -1.39288 2.44333
C -2.97220 -0.73343 2.78351
C -2.61389 -0.33202 4.06992
C -1.39116 0.29358 4.25351
C -0.54554 0.48165 3.17390
N -0.87328 0.08641 1.94372
C -2.05871 -0.48031 1.75944
C -5.69468 1.31900 5.31315
C -5.60515 2.69965 5.33980
H -5.22869 5.34621 3.21976
H -4.29557 5.23029 4.71089
H -6.05008 5.36682 4.78631
H -4.99639 3.25934 2.07482
H -5.19447 0.82745 2.00508
H -6.35454 -1.14972 4.78255
H -4.11387 -1.92750 1.57974
H -3.27052 -0.50435 4.90987
H -1.09669 0.63187 5.23773
H 0.42157 0.95989 3.28375
H -2.32144 -0.74166 0.74389
H -5.88681 0.76936 6.22808
H -5.73154 3.22132 6.28164
Se -3.30623 -2.97598 -0.90923
C -1.93459 -1.95806 -1.29544
N -0.98008 -1.31912 -1.52548
C 1.90449 -4.63939 -4.70243
N 0.59388 -4.06151 -4.44212
C -0.19152 -4.99508 -3.63767
N 0.47940 -5.39991 -2.40295
C 1.79211 -5.93869 -2.72907
N 2.62776 -5.01389 -3.48898
C 2.98494 -3.84303 -2.69709
P 1.51400 -2.81144 -2.10907
C 0.69710 -2.75921 -3.79882
C 0.57240 -4.29839 -1.45584
H 2.50401 -3.92359 -5.26923
H 1.76858 -5.54053 -5.30545
H -0.37574 -5.89214 -4.23394
H -1.14895 -4.53561 -3.38465
H 1.65369 -6.84192 -3.32819
H 2.30660 -6.20568 -1.80258
H 3.64407 -3.20448 -3.29381
H 3.55085 -4.17754 -1.82089
H 1.27846 -2.08718 -4.43713
H -0.29742 -2.33246 -3.67850
H -0.42908 -3.98871 -1.15949
H 1.09095 -4.65058 -0.55802

(2)
19
Properties=species:S:1:pos:R:3 method="wB97M-V/def2-TZVPD" e_above_lowest_kcal_mol=47.8 molar_mass_g_mol=109.172 smiles="C1=C2CCC[C@@H]2NC1"
C 1.33630 1.27050 0.17626
C 0.15725 0.80035 -0.24691
C -1.33761 1.19486 -0.13169
C -2.07077 -0.12128 0.05818
C -1.03851 -1.17999 0.42480
C 0.16041 -0.69773 -0.50492
N 1.45709 -1.04915 -0.17782
C 2.41797 0.06966 0.14935
H 1.66909 2.22057 0.49309
H -1.42468 1.91299 0.64869
H -1.73583 1.74751 -0.97324
H -2.48122 -0.46284 -0.86432
H -2.94515 0.08030 0.66902
H -0.76919 -1.11621 1.56099
H -1.33570 -2.25242 0.19157
H -0.14857 -0.81871 -1.59936
H 1.91617 -1.93573 -0.20122
H 3.12516 0.35285 -0.71739
H 3.04778 -0.01552 1.04493

(3)
16
Properties=species:S:1:pos:R:3 method="wB97M-V/def2-TZVPD" e_above_lowest_kcal_mol=37.8 molar_mass_g_mol=86.134 smiles="C=C/C=C/C.O"
C 0.74836 -0.16519 -1.77496
C 0.45483 0.88318 -1.01493
C -0.89598 1.31879 -0.63964
C -1.88425 0.58463 -0.14019
C -3.17225 1.19561 0.33992
H 1.75680 -0.45402 -2.02281
H -0.02108 -0.83648 -2.15356
H 1.32246 1.40368 -0.61095
H -1.10364 2.33337 -0.99502
H -1.73457 -0.47305 0.06444
H -3.41982 2.08756 -0.23004
H -3.12827 1.45934 1.39293
H -3.99738 0.49567 0.17351
O 3.81078 -2.79073 2.39638
H 3.98802 -3.63732 1.97391
H 4.66931 -2.39635 2.58309

(4)
43
Properties=species:S:1:pos:R:3 method="wB97M-V/def2-TZVPD" e_above_lowest_kcal_mol=2.3 molar_mass_g_mol=351.362 smiles="Cc1ccccc1C(=O)NNC(=O)[C@@H](C)N1C(=O)c2ccccc2C1=O"
C -2.91770 -2.16953 -1.54815
C -3.68978 -0.91772 -1.27297
C -4.94979 -0.72154 -1.82248
C -5.67502 0.42856 -1.56445
C -5.14775 1.41217 -0.74561
C -3.89994 1.23098 -0.17764
C -3.17241 0.07258 -0.43274
C -1.81857 -0.05740 0.17154
O -0.79259 -0.29328 -0.43313
N -1.82365 0.07508 1.53625
N -0.58893 0.22231 2.17084
C 0.08557 1.38840 1.94212
O -0.47283 2.41040 1.62121
C 1.60628 1.28999 2.13247
C 2.02003 0.75367 3.49864
N 2.14233 0.49622 1.03511
C 2.84951 1.09986 -0.01091
O 3.15649 2.26106 -0.04524
C 3.13428 0.01367 -0.97406
C 3.78811 0.03429 -2.18777
C 3.89315 -1.16681 -2.88333
C 3.35934 -2.34042 -2.37417
C 2.70121 -2.36026 -1.14815
C 2.59985 -1.17006 -0.45984
C 1.95546 -0.85910 0.83232
O 1.39206 -1.61436 1.59496
H -2.85292 -2.77855 -0.64629
H -3.39616 -2.75472 -2.32927
H -1.90275 -1.92490 -1.85280
H -5.36638 -1.48198 -2.46735
H -6.65076 0.55961 -2.00849
H -5.70403 2.31637 -0.55032
H -3.46894 2.00755 0.43842
H -2.61794 0.49170 2.00339
H -0.04801 -0.64403 2.21644
H 2.00800 2.30022 1.98383
H 1.58041 1.37298 4.27578
H 3.10325 0.79045 3.59422
H 1.69405 -0.27281 3.63863
H 4.19663 0.95225 -2.58030
H 4.39652 -1.18361 -3.83849
H 3.45361 -3.25521 -2.94015
H 2.27985 -3.26859 -0.74702

(5)
26
Properties=species:S:1:pos:R:3 method="wB97M-V/def2-TZVPD" e_above_lowest_kcal_mol=38.1 total_charge=+1 molar_mass_g_mol=172.204 smiles="C=C(C)C(=O)/[N+](=C/CO)[C@H](C)O"
C -2.47665 -2.11763 -1.17220
C -1.55239 -1.15747 -1.19130
C -1.63445 0.08465 -1.99107
C -0.71059 -1.07152 0.05279
O -0.84995 -1.78272 0.95760
N 0.37411 -0.09283 0.18694
C 1.39651 -0.24273 -0.53871
C 2.64988 0.54631 -0.68717
O 2.63487 1.57896 0.22936
C -0.01776 0.94801 1.14956
C 0.47427 0.41760 2.55518
O -1.36609 1.15217 1.12480
H -3.36903 -2.18413 -1.77232
H -2.36735 -2.92980 -0.49240
H -0.98181 -0.24951 -2.83431
H -1.09238 0.82363 -1.46017
H -2.56977 0.39978 -2.36285
H 1.37505 -1.12052 -1.23923
H 2.82506 1.01174 -1.64851
H 3.40870 -0.16061 -0.59511
H 3.50477 2.01595 0.19504
H 0.62168 1.84171 0.99379
H -0.46612 -0.01957 2.93715
H 0.78307 1.28525 3.24584
H 1.26502 -0.18696 2.41629
H -1.85867 1.21025 1.94102

(6)
19
Properties=species:S:1:pos:R:3 method="wB97M-V/def2-TZVPD" e_above_lowest_kcal_mol=26.6 molar_mass_g_mol=100.161 smiles=CC[C@@]1(C)C[C@H]1O
C 2.10212 0.04532 -0.59421
C 1.07084 0.02277 0.53430
C -0.36830 -0.22571 0.09153
C -0.57206 -1.05566 -1.16074
C -1.39447 -0.39371 1.18896
C -1.40014 0.84907 0.36514
O -1.05356 2.02235 1.04374
H 1.85313 0.78650 -1.36310
H 2.17537 -0.93228 -1.08467
H 3.09474 0.28996 -0.20064
H 1.10249 0.97135 1.08369
H 1.36367 -0.75117 1.25766
H -0.12608 -0.57898 -2.04184
H -0.12754 -2.05316 -1.05351
H -1.63948 -1.19352 -1.36536
H -1.04563 -0.27449 2.21275
H -2.18959 -1.12286 1.05384
H -2.19697 0.97234 -0.37153
H -0.64853 2.62189 0.40399

(7)
71
Properties=species:S:1:pos:R:3 method="wB97M-V/def2-TZVPD" total_energy_ev=-57741.780 total_charge=+4 molar_mass_g_mol=614.984
P -1.00175 -2.64699 -3.14092
C -2.79154 -2.39268 -3.00567
H -3.26542 -3.38742 -3.09879
H -3.12627 -1.76166 -3.84704
H -3.04904 -1.91592 -2.04621
C -0.47967 -1.81537 -4.65938
H 0.61043 -1.73286 -4.80983
H -0.92654 -0.80919 -4.74180
H -0.87548 -2.43252 -5.47803
C -0.78139 -4.42131 -3.34985
H -1.30387 -4.71970 -4.26988
H -1.26685 -4.88491 -2.48071
H 0.28246 -4.69488 -3.40474
P 0.99555 -2.23247 4.00858
C -0.75008 -2.26332 4.52222
H -0.88813 -2.81863 5.45412
H -1.29778 -2.76147 3.70695
H -1.07160 -1.21772 4.64429
C 1.56732 -3.96128 4.16849
H 2.53381 -4.03052 3.64251
H 0.82156 -4.63581 3.71942
H 1.74116 -4.23572 5.21483
C 1.88590 -1.40299 5.37046
H 2.01359 -2.06070 6.23668
H 1.32391 -0.50828 5.68176
H 2.88842 -1.14361 4.98490
P 0.49876 4.23688 0.30499
C -1.12393 4.64615 1.01600
H -1.26998 5.72018 0.77718
H -1.12836 4.50131 2.11347
H -1.94583 4.03477 0.58733
C 1.69324 5.36008 1.04396
H 1.42103 6.38555 0.75169
H 2.71516 5.12099 0.71786
H 1.60903 5.25027 2.13390
C 0.35109 4.53563 -1.47928
H 0.12177 5.60766 -1.57651
H -0.47418 3.96589 -1.94327
H 1.27843 4.33651 -2.03911
Hf 2.28633 -0.47175 -0.00353
C -0.01402 -2.24388 -1.57918
O 0.52163 -1.36774 -0.95203
C 0.96227 2.48690 0.85536
O 1.31710 1.42325 0.38145
C 4.26827 0.20440 0.72882
C 3.99993 0.53944 -0.65670
C 3.68393 -0.53485 -1.57859
C 3.48995 -1.86583 -1.06883
C 3.67029 -2.14265 0.32194
C 4.01142 -1.10195 1.21468
H 4.55467 0.93121 1.50205
H 4.18428 1.56053 -1.00535
H 3.55302 -0.32276 -2.64982
H 3.35141 -2.71463 -1.72693
H 3.76428 -3.16532 0.68636
H 4.28469 -1.38679 2.23563
C -3.45558 1.55274 1.00320
C -3.16767 0.32044 0.16751
O -2.15833 0.48742 -0.84501
C -2.47957 1.38908 -1.91617
C -3.87904 1.24791 -2.49352
H -2.55426 1.91440 1.50417
H -4.19745 1.28712 1.76075
H -3.89115 2.36467 0.41124
H -2.78628 -0.50077 0.79298
H -4.10348 -0.01131 -0.31936
H -2.32844 2.42703 -1.56648
H -1.71590 1.18430 -2.68106
H -4.63887 1.62817 -1.80016
H -3.94300 1.85693 -3.40113
H -4.12540 0.21037 -2.75286

(8)
12
Properties=species:S:1:pos:R:3 method="wB97M-V/def2-TZVPD" e_above_lowest_kcal_mol=21.3 total_charge=+1 molar_mass_g_mol=62.092
O 0.75469 1.28459 -1.67120
H 0.88508 1.30642 -2.58982
H 1.35233 1.95159 -1.42859
H -0.17240 -1.56680 2.26836
C -0.37828 -1.74597 1.16812
C 0.11962 -0.45541 0.54417
N -0.63545 0.58337 0.30394
H -1.52143 -1.88018 1.16520
H 0.26542 -2.64592 0.90484
H 1.07044 -0.34495 0.10365
H -1.53526 0.71297 0.80605
H -0.38156 1.31486 -0.26139

(9)
64
Properties=species:S:1:pos:R:3 method="wB97M-V/def2-TZVPD" e_above_lowest_kcal_mol=12.2 molar_mass_g_mol=435.517 smiles="NCCCC1=C(CCc2ccccc2)C(=O)OC1=O.CCOC(C)=O.CCOC(C)=O"
N -1.39622 -1.67399 5.18609
C -0.79698 -1.48488 3.84544
C -0.35823 -0.03932 3.59446
C 0.58884 0.16436 2.38403
C -0.16694 0.27803 1.08427
C -0.74295 -0.63415 0.29650
C -0.75761 -2.12273 0.50888
C 0.09804 -2.73483 -0.65995
C 1.55595 -2.86162 -0.28013
C 1.99376 -3.44136 0.89657
C 3.32397 -3.57560 1.19931
C 4.28945 -3.12550 0.32084
C 3.87019 -2.50895 -0.83807
C 2.53153 -2.38327 -1.12710
C -1.35538 0.09233 -0.87658
O -1.97527 -0.33475 -1.81379
O -1.10354 1.44119 -0.70455
C -0.35549 1.63914 0.43261
O 0.08284 2.69727 0.79508
H -2.39911 -1.78863 5.08517
H -1.09419 -2.56688 5.56021
H 0.04106 -2.19179 3.74229
H -1.53882 -1.81614 3.10342
H -1.26822 0.54258 3.38976
H 0.07963 0.33533 4.52576
H 1.40070 -0.56921 2.31339
H 1.06581 1.14250 2.53216
H -1.77076 -2.53388 0.52810
H -0.23453 -2.38011 1.42775
H 0.00511 -2.07723 -1.53195
H -0.32625 -3.70048 -0.96240
H 1.25200 -3.80561 1.60879
H 3.60667 -4.04233 2.13986
H 5.33859 -3.26509 0.56026
H 4.62985 -2.11981 -1.52176
H 2.27324 -1.88555 -2.06070
C -3.94348 1.96384 -0.41371
C -5.31044 1.35297 -0.18801
O -5.85769 1.73835 1.07697
C -6.55794 2.87172 1.27314
C -6.52981 3.94583 0.21207
O -7.12880 3.03820 2.31431
H -3.99037 3.05315 -0.44534
H -3.51746 1.61066 -1.34955
H -3.27376 1.69874 0.40244
H -6.00521 1.57807 -0.99872
H -5.22011 0.26762 -0.15112
H -5.71250 4.63442 0.42302
H -7.47100 4.48954 0.25297
H -6.43399 3.56294 -0.80166
C 2.90097 2.12372 -4.30068
C 2.80363 1.22296 -3.08775
O 3.57439 0.02734 -3.25776
C 4.88176 -0.06517 -2.96696
C 5.67722 1.19417 -2.73252
O 5.40746 -1.14725 -2.97037
H 3.92309 2.46623 -4.46526
H 2.25961 2.99725 -4.18073
H 2.59596 1.58435 -5.19784
H 3.07813 1.73553 -2.16471
H 1.77226 0.89297 -2.96342
H 6.10343 1.52796 -3.67791
H 6.48496 0.96345 -2.04141
H 5.10293 2.00145 -2.28351